ORCA calculation (the ωB97M-V functional and the def2-TZVPD basis) on a structure of composition C10H6F9N4OPtS4.

Multiplicity: 3
HOMO-LUMO gap (alpha / beta): 4.84 / 5.74 eV
Net charge: -1

CARTESIAN COORDINATES (ANGSTROEM)
Pt -0.94 -0.95 -2.25
N 2.75 0.51 -0.94
C 3.28 -0.75 -1.09
C 2.31 -1.50 -1.70
N 1.22 -0.71 -1.93
C 1.50 0.48 -1.45
C 0.47 1.50 -1.45
N -0.72 1.21 -1.92
C -1.51 2.31 -1.70
C -0.76 3.28 -1.10
N 0.50 2.75 -0.95
H 3.18 1.27 -0.46
H 4.26 -1.00 -0.75
H 2.32 -2.54 -1.97
H -2.55 2.30 -1.96
H -1.02 4.26 -0.75
H 1.27 3.20 -0.48
S -3.24 -0.76 -2.36
S -4.10 -2.54 -2.39
S -2.51 -4.12 -2.37
S -0.74 -3.24 -2.38
F -0.50 -2.77 2.15
C 0.24 -1.70 2.42
F 1.46 -1.92 1.89
F 0.41 -1.67 3.77
C -0.40 -0.40 1.81
O -0.46 -0.46 0.51
C -1.82 -0.19 2.45
F -2.39 0.92 1.97
F -1.81 -0.07 3.80
F -2.63 -1.21 2.16
C 0.50 0.82 2.27
F 1.75 0.72 1.74
F 0.01 1.99 1.79
F 0.67 1.01 3.59



ORCA calculation (the ωB97M-V functional and the def2-TZVPD basis) on a structure of composition C33H42AsN5O3SSe2Ti.

HOMO-LUMO gap: 6.62 eV
Energy relative to the best compared isomer or geometry (same formula, charge and spin): 0.00 kcal per mole
Net charge: +2

CARTESIAN COORDINATES (ANGSTROEM)
Ti -0.59 0.52 -0.54
Se 2.10 1.14 -0.50
Se 3.05 -0.29 1.09
C 3.21 1.05 2.47
C 4.39 1.12 3.19
C 4.47 2.04 4.22
C 3.39 2.87 4.46
C 2.26 2.73 3.68
N 2.15 1.82 2.70
C 3.07 0.58 -2.09
C 4.43 0.31 -2.04
C 5.04 -0.05 -3.23
C 4.28 -0.10 -4.39
C 2.94 0.22 -4.32
N 2.33 0.56 -3.18
H 5.23 0.47 2.94
H 5.37 2.12 4.81
H 3.41 3.61 5.25
H 1.39 3.36 3.83
H 4.98 0.36 -1.11
H 6.10 -0.28 -3.25
H 4.72 -0.38 -5.34
H 2.31 0.19 -5.20
C -0.99 3.91 1.75
C -1.22 2.42 1.90
C -1.43 2.01 3.35
O -0.13 1.68 1.31
C -2.45 2.01 1.09
O -3.55 2.39 1.28
O -2.15 1.10 0.11
H -0.13 4.22 2.34
H -1.87 4.45 2.10
H -0.81 4.17 0.71
H -0.55 2.25 3.94
H -1.63 0.94 3.43
H -2.29 2.55 3.75
H 0.72 1.78 1.84
C -3.55 0.01 -2.12
C -2.41 -0.92 -2.39
C -2.41 -1.99 -3.21
C -1.12 -2.61 -3.15
C -0.35 -1.89 -2.30
C 1.08 -2.16 -1.93
N -1.12 -0.80 -1.80
H -4.36 -0.24 -2.81
H -3.29 1.06 -2.27
H -3.95 -0.08 -1.11
H -3.26 -2.32 -3.79
H -0.80 -3.49 -3.68
H 1.77 -1.79 -2.68
H 1.24 -3.23 -1.84
H 1.35 -1.71 -0.97
C -0.14 -3.32 0.85
As -0.61 -1.49 1.27
C 0.16 -1.33 3.05
C -2.55 -1.63 1.58
C -2.93 -2.73 2.53
C -3.17 -4.02 2.06
C -3.50 -5.04 2.94
C -3.60 -4.78 4.30
C -3.38 -3.50 4.77
C -3.05 -2.48 3.89
H -0.51 -3.95 1.65
H 0.95 -3.41 0.78
H -0.59 -3.61 -0.10
H -0.50 -1.82 3.76
H 0.30 -0.29 3.32
H 1.12 -1.83 3.04
H -2.99 -1.78 0.59
H -2.89 -0.66 1.94
H -3.11 -4.22 0.99
H -3.70 -6.03 2.56
H -3.87 -5.58 4.98
H -3.48 -3.29 5.83
H -2.90 -1.47 4.27
C -0.81 0.90 -4.63
N 0.09 2.04 -4.48
C 0.92 2.54 -5.47
C 1.64 3.55 -4.93
N 1.24 3.64 -3.62
C 0.30 2.72 -3.34
S -0.56 2.65 -1.85
H -1.00 0.76 -5.69
H -1.74 1.12 -4.12
H -0.35 0.01 -4.21
H 0.91 2.14 -6.47
H 2.37 4.20 -5.36
H 1.55 4.32 -2.94



ORCA calculation (the ωB97M-V functional and the def2-TZVPD basis) on a structure of composition C23H43BiN2O2P3.

HOMO-LUMO gap (alpha / beta): 3.72 / 6.53 eV
Energy relative to the best compared isomer or geometry (same formula, charge and spin): 55.79 kcal per mole
Net charge: +3

CARTESIAN COORDINATES (ANGSTROEM)
Bi -3.45 1.15 -1.46
P 2.07 -0.60 1.81
P 2.09 2.27 -0.63
P -1.45 -2.11 -0.35
H -0.80 1.79 -2.40
C -1.81 2.01 -2.75
C -2.57 3.14 -2.10
H -2.01 3.71 -1.36
C 3.16 -1.96 1.20
C 3.26 0.21 2.97
C 1.09 -1.52 3.06
C 1.50 3.47 -1.83
C 1.69 2.86 1.01
C 3.85 1.98 -0.83
C -2.67 -2.84 -1.51
C -1.93 -3.02 1.18
C 0.03 -3.11 -0.83
H -2.00 1.84 -3.82
H -3.26 3.71 -2.74
H 3.67 -2.45 2.04
H 3.90 -1.53 0.52
H 2.56 -2.69 0.65
H 3.84 -0.57 3.48
H 2.69 0.80 3.70
H 3.94 0.87 2.41
H 1.69 -2.34 3.46
H 0.18 -1.91 2.59
H 0.81 -0.83 3.86
H 2.37 4.08 -2.12
H 0.72 4.09 -1.37
H 1.09 2.94 -2.70
H 2.50 3.52 1.35
H 1.51 2.06 1.74
H 0.76 3.45 0.94
H 4.33 2.95 -1.04
H 4.00 1.30 -1.67
H 4.27 1.53 0.08
H -2.93 -3.86 -1.18
H -2.27 -2.87 -2.53
H -3.58 -2.21 -1.50
H -2.73 -3.74 0.95
H -2.29 -2.29 1.92
H -1.06 -3.56 1.60
H -0.23 -3.79 -1.65
H 0.39 -3.69 0.03
H 0.82 -2.43 -1.17
C 0.88 -0.74 -3.35
C 1.81 -1.21 -4.34
C 1.36 -1.86 -5.48
C -0.01 -2.03 -5.73
C -0.95 -1.55 -4.81
C -0.52 -0.91 -3.66
O 1.28 -0.28 -2.22
H 1.53 1.01 -1.01
H 2.86 -1.07 -4.11
H 2.10 -2.24 -6.19
H -0.35 -2.55 -6.63
H -2.03 -1.67 -4.98
H -1.23 -0.54 -2.92
N -1.13 1.98 5.59
C -0.75 1.62 4.34
O 0.44 1.65 3.99
C -1.85 1.12 3.46
C -3.06 0.62 3.96
C -4.03 0.19 3.07
C -3.79 0.31 1.70
N -2.64 0.80 1.21
C -1.66 1.14 2.06
H -0.41 2.38 6.20
H -2.09 2.15 5.84
H -3.24 0.58 5.04
H -4.99 -0.21 3.39
H -4.55 0.01 0.97
H -0.71 1.48 1.62



Q: What is the formula in the third record?
A: C23H43BiN2O2P3